Computed, not measured: a molecular structure, Ag2F2V at a distorted geometry, with ωB97M-V with the def2-TZVPD basis set.

As for the net charge: +4. As for the HOMO energy (alpha / beta): -30.6 / -35.8 eV. Its molecular weight is 304.68 g/mol. The multiplicity is 6. The energy is -39050.826 eV.

Cartesian coordinates (Å):
Ag1 1.7807 -1.2498 -0.5360
Ag2 -0.0923 -0.4264 1.3134
V1 -0.6395 1.4390 -0.3756
F1 -1.5552 0.1299 0.3408
F2 0.5063 0.1073 -0.7427



Computed, not measured: a molecular structure, AlBH26O11 at a distorted geometry, with ωB97M-V with the def2-TZVPD basis set.

As for the net charge: +2. As for the HOMO energy: -16.9 eV. Its molecular weight is 239.99 g/mol. The energy is -30193.234 eV.

Cartesian coordinates (Å):
Al1 -2.6015 -1.5491 0.1814
B1 0.0302 0.1382 0.2700
H1 0.3583 -0.9589 0.7656
H2 -0.8300 0.5980 0.9944
H3 0.9185 0.9059 0.0644
H4 -0.4739 -0.3026 -0.7528
O1 -3.0254 0.8193 1.8642
H5 -2.8074 1.0251 2.7840
H6 -3.5676 1.5619 1.5667
O2 -2.8351 1.0624 -1.3872
H7 -3.2113 1.9515 -1.3550
H8 -2.0457 1.1476 -1.9326
O3 3.6613 0.8637 -1.2603
H9 3.6049 0.4132 -0.4008
H10 2.8150 0.7079 -1.7277
O4 -1.3461 -1.3400 2.7864
H11 -1.3655 -2.0066 3.4865
H12 -1.0626 -0.5220 3.2272
O5 1.1560 0.5998 -2.4939
H13 0.7203 1.2958 -3.0028
H14 0.6593 0.5191 -1.6606
O6 0.2970 1.1579 3.3376
H15 0.1226 0.6583 2.5358
H16 1.0375 0.7241 3.7792
O7 -0.1895 -2.7993 -0.4791
H17 0.6131 -2.3073 -0.8123
H18 0.1618 -3.3951 0.2029
O8 1.8946 -2.1647 -2.0851
H19 1.8608 -1.2301 -2.3476
H20 2.7418 -2.2606 -1.6269
O9 -1.4686 -1.2712 -2.4851
H21 -1.8369 -1.1725 -3.3753
H22 -0.5140 -1.1658 -2.6040
O10 2.9122 -0.2952 1.0813
H23 2.8359 -0.8768 1.8486
H24 2.0102 -0.0748 0.7832
O11 -0.0826 3.3445 -0.0439
H25 -0.9456 3.7671 0.0367
H26 -0.2018 2.4311 0.2370



Computed, not measured: a molecular structure, AlClF4H5N2P at a distorted geometry, with ωB97M-V with the def2-TZVPD basis set.

As for the HOMO energy: -10.4 eV. Its molecular weight is 202.45 g/mol. The energy is -42342.998 eV.

Cartesian coordinates (Å):
N1 -0.8086 1.8874 -0.2127
P1 0.8011 2.0196 -0.4830
N2 1.4810 0.3661 -0.6309
Cl1 2.6809 0.0151 0.6083
H1 -1.1093 0.8862 -0.2281
H2 1.4155 2.6644 0.6760
H3 1.0005 2.8313 -1.6843
H4 1.9069 0.1580 -1.5683
H5 0.7195 -0.3346 -0.4739
F1 -1.1331 -1.2634 -0.7209
Al1 -1.6175 -2.0987 0.7994
F2 -2.6355 -0.9943 1.7930
F3 -0.1442 -2.5558 1.7289
F4 -2.5572 -3.5813 0.3965



Computed, not measured: a molecular structure, AlH8O4 at a distorted geometry, with ωB97M-V with the def2-TZVPD basis set.

As for the net charge: +3. As for the HOMO energy: -25.2 eV. Its molecular weight is 99.04 g/mol. The energy is -14876.946 eV.

Cartesian coordinates (Å):
Al1 -6.2101 7.4578 19.2421
O1 -6.4306 5.1346 20.7352
H1 -6.5010 4.9519 21.7026
H2 -6.5797 4.2735 20.2839
O2 -8.6105 8.7901 18.6976
H3 -9.4658 8.8683 19.1879
H4 -8.6394 9.4824 17.9929
O3 -6.9113 9.6535 20.9645
H5 -6.2993 10.4273 21.0790
H6 -7.4981 9.6643 21.7654
O4 -5.5615 5.5079 17.4232
H7 -6.1679 5.0914 16.7683
H8 -4.6857 5.0714 17.3055



Computed, not measured: a molecular structure, ArH16O8, with ωB97M-V with the def2-TZVPD basis set.

As for the HOMO energy: -10.3 eV. Its molecular weight is 184.07 g/mol. The energy is -30994.223 eV.

Cartesian coordinates (Å):
Ar1 3.2433 -17.0890 3.4917
O1 3.6455 -21.1840 2.2009
H1 4.1777 -20.6114 1.6484
H2 3.8314 -20.8957 3.0945
O2 2.5890 -15.2627 7.0431
H3 1.8562 -14.9567 6.5087
H4 2.2388 -15.2971 7.9333
O3 4.7036 -18.8280 0.5604
H5 5.4942 -18.4494 0.1758
H6 4.0191 -18.1818 0.3868
O4 6.3713 -17.7234 4.5495
H7 5.5303 -17.9588 4.9414
H8 6.2920 -16.7898 4.3540
O5 3.6730 -20.1160 5.3025
H9 3.1505 -20.8794 5.5484
H10 3.1964 -19.3710 5.6687
O6 2.3291 -18.1213 6.8474
H11 2.6701 -17.2416 6.6860
H12 1.4010 -18.0643 6.6202
O7 2.0723 -14.2641 0.5141
H13 2.3074 -15.1920 0.5167
H14 1.3270 -14.2037 1.1116
O8 2.4223 -16.9470 0.2499
H15 1.9660 -16.6586 -0.5405
H16 1.7237 -17.2261 0.8419



Computed, not measured: a molecular structure, ArH18KrO9, with ωB97M-V with the def2-TZVPD basis set.

As for the HOMO energy: -10.8 eV. Its molecular weight is 285.88 g/mol. The energy is -108003.978 eV.

Cartesian coordinates (Å):
Ar1 0.2045 0.1925 0.0124
Kr1 3.0301 1.0960 2.2504
O1 -2.7547 0.7041 3.2215
H1 -2.6714 1.6558 3.2816
H2 -1.8529 0.3869 3.1719
O2 0.2283 -0.3069 3.8912
H3 1.0509 -0.7542 3.6925
H4 -0.1342 -0.7899 4.6338
O3 -1.2293 3.2388 -2.1795
H5 -1.5880 2.8552 -1.3794
H6 -1.0430 4.1485 -1.9469
O4 -2.4979 1.9830 -0.0001
H7 -2.4387 2.0883 0.9495
H8 -3.4341 2.0421 -0.1903
O5 2.7847 -0.7030 -2.6247
H9 2.3211 0.1291 -2.5307
H10 3.5362 -0.4976 -3.1808
O6 -3.4843 -1.0136 -0.5609
H11 -2.9518 -1.8029 -0.4613
H12 -2.9002 -0.3814 -0.9795
O7 1.5618 2.1834 -2.5126
H13 0.6191 2.2997 -2.3944
H14 1.9572 2.6979 -1.8089
O8 0.4367 -4.0706 -1.0889
H15 0.9303 -4.6161 -1.7012
H16 1.0925 -3.4904 -0.7021
O9 2.7157 -3.0697 0.5292
H17 3.2150 -2.3746 0.1005
H18 3.2964 -3.8304 0.5079



Computed, not measured: a molecular structure, ArH24O12 at a distorted geometry, with ωB97M-V with the def2-TZVPD basis set.

As for the HOMO energy: -10.2 eV. Its molecular weight is 256.13 g/mol. The energy is -39314.988 eV.

Cartesian coordinates (Å):
Ar1 0.2344 0.4344 0.8328
O1 2.4660 -1.6691 1.3265
H1 2.2004 -2.5378 1.6285
H2 2.5717 -1.1581 2.1289
O2 -1.7432 2.2238 3.4266
H3 -1.8453 1.2755 3.3458
H4 -0.8209 2.3838 3.2269
O3 -2.1653 -0.6015 3.8938
H5 -1.6400 -0.9629 4.6077
H6 -1.9796 -1.1708 3.1471
O4 -2.5340 -1.4656 -1.5234
H7 -3.2154 -1.9076 -2.0299
H8 -1.8520 -2.1275 -1.4096
O5 -0.5795 -3.2135 -0.8726
H9 -0.7725 -3.8694 -1.5425
H10 0.3634 -3.0659 -0.9459
O6 1.3793 2.8120 -1.4274
H11 1.3783 3.2976 -2.2523
H12 1.4779 1.8962 -1.6881
O7 -0.2605 3.6569 0.4747
H13 0.3055 3.4730 -0.2750
H14 -1.1442 3.4641 0.1613
O8 3.7422 1.8853 0.0008
H15 3.8940 2.6986 0.4823
H16 2.7894 1.8147 -0.0567
O9 -1.4131 1.0425 -2.3389
H17 -1.7915 1.7827 -1.8644
H18 -2.0041 0.3123 -2.1553
O10 1.9482 -1.8969 -1.2847
H19 2.1454 -1.5586 -0.4112
H20 1.7869 -1.1158 -1.8138
O11 -2.1266 -2.2052 1.6546
H21 -2.9393 -2.7105 1.6714
H22 -1.9082 -2.1326 0.7255
O12 1.5306 0.4335 -2.6257
H23 1.9267 0.2082 -3.4675
H24 0.5950 0.2744 -2.7505



Computed, not measured: a molecular structure, AsF6H24O12 at a distorted geometry, with ωB97M-V with the def2-TZVPD basis set.

As for the net charge: -1. As for the HOMO energy: -7.3 eV. Its molecular weight is 405.09 g/mol. The energy is -102110.000 eV.

Cartesian coordinates (Å):
As1 -0.3296 -0.3884 0.5586
F1 0.5696 1.1536 0.7164
F2 -0.7226 -0.1100 -1.2248
F3 -1.0680 -1.9851 0.5851
F4 -0.0430 -0.4942 2.3008
F5 -1.8998 0.3988 0.8318
F6 1.2873 -1.1598 0.0085
O1 -1.7526 -4.2755 2.0205
H1 -1.8804 -3.4066 1.6399
H2 -0.9149 -4.2155 2.4797
O2 2.7707 1.5385 -0.9469
H3 3.6273 1.1279 -1.0645
H4 2.3908 1.0892 -0.1919
O3 0.5946 3.6604 1.8013
H5 0.9650 2.8569 1.4361
H6 0.7748 4.3295 1.1409
O4 3.1440 -3.0477 -0.8244
H7 2.9175 -2.2308 -0.3798
H8 2.4183 -3.6389 -0.6245
O5 4.5577 -0.8814 1.1001
H9 5.0719 -0.9868 1.9005
H10 3.6506 -0.8341 1.4021
O6 -2.7492 -1.1872 -3.1243
H11 -1.9834 -1.1605 -2.5506
H12 -2.5525 -1.8800 -3.7549
O7 -0.0821 -0.0238 -3.9239
H13 -0.1606 -0.7209 -3.2727
H14 -0.8653 -0.1132 -4.4669
O8 -3.0608 2.2390 -3.1610
H15 -2.6286 1.6204 -2.5721
H16 -2.7316 3.0966 -2.8918
O9 -3.2505 2.9791 1.4833
H17 -3.0304 3.4199 2.3039
H18 -2.9765 2.0718 1.6173
O10 -3.2580 -1.1993 3.3565
H19 -3.8151 -1.0685 2.5892
H20 -2.5816 -0.5265 3.2795
O11 2.4659 -0.8562 2.6316
H21 1.5115 -0.8386 2.5595
H22 2.6670 -0.2146 3.3128
O12 0.8502 2.3103 -2.7817
H23 1.5449 2.0821 -2.1640
H24 0.5580 1.4702 -3.1353



Computed, not measured: a molecular structure, AsF6H28O14 at a distorted geometry, with ωB97M-V with the def2-TZVPD basis set.

As for the net charge: -1. As for the HOMO energy: -7.2 eV. Its molecular weight is 441.12 g/mol. The energy is -106270.469 eV.

Cartesian coordinates (Å):
As1 -0.0790 0.0729 0.0302
F1 -1.2650 0.2895 1.3709
F2 1.1468 -0.7448 1.1384
F3 1.0573 -0.2705 -1.3532
F4 -1.1832 0.7785 -1.1548
F5 0.7108 1.6555 0.2950
F6 -0.7062 -1.5449 -0.2378
O1 -2.4280 -3.5568 -2.8585
H1 -1.9201 -3.2429 -2.1104
H2 -2.8320 -2.7689 -3.2219
O2 4.3789 -1.8098 1.7524
H3 3.9202 -2.3831 1.1383
H4 3.6939 -1.4900 2.3396
O3 -2.7808 3.4212 -0.0792
H5 -2.9110 3.6808 -0.9913
H6 -2.7749 2.4643 -0.1005
O4 -0.3065 -4.3123 -1.0287
H7 0.3404 -3.6177 -0.9048
H8 0.1807 -5.0223 -1.4468
O5 2.6200 -0.6833 3.5393
H9 1.7161 -0.8435 3.8104
H10 2.9858 -0.1364 4.2345
O6 -0.7457 3.0680 -3.1537
H11 -0.9392 2.1444 -2.9934
H12 -1.5776 3.4403 -3.4460
O7 0.1156 -1.1588 4.0496
H13 -0.1954 -0.2704 4.2238
H14 -0.5088 -1.5117 3.4157
O8 2.2176 -2.1744 -3.3663
H15 1.3584 -2.5849 -3.4641
H16 2.0955 -1.2821 -3.6904
O9 -3.3190 1.4800 -2.6669
H17 -2.6672 0.8326 -2.9357
H18 -3.3172 1.4396 -1.7105
O10 -0.1408 2.1581 3.2034
H19 -0.7591 1.4312 3.2784
H20 0.4815 1.8757 2.5331
O11 2.6224 -2.4118 -0.5007
H21 2.4211 -2.2815 -1.4274
H22 2.3288 -1.6059 -0.0758
O12 -0.2217 4.9112 -0.5674
H23 -0.2870 4.0960 -1.0649
H24 -1.0052 4.9202 -0.0177
O13 2.3882 3.6112 -0.2001
H25 1.4455 3.6906 -0.0547
H26 2.4682 2.9861 -0.9206
O14 -2.3112 -2.2195 2.7167
H27 -2.5915 -1.5706 2.0712
H28 -2.9205 -2.9491 2.6037



Computed, not measured: a molecular structure, AsF6H30O15 at a distorted geometry, with ωB97M-V with the def2-TZVPD basis set.

As for the net charge: -1. As for the HOMO energy: -5.8 eV. Its molecular weight is 459.14 g/mol. The energy is -108330.338 eV.

Cartesian coordinates (Å):
As1 -0.0535 0.3004 -0.2619
F1 1.2314 0.3463 0.9671
F2 -1.3072 -0.0725 1.0257
F3 -1.2875 0.1717 -1.5548
F4 1.1473 0.5989 -1.5630
F5 0.3030 -1.4196 -0.4307
F6 -0.4792 2.0371 -0.1161
O1 -1.7032 -2.4897 -0.7446
H1 -1.5884 -2.1238 0.1325
H2 -0.8742 -2.3125 -1.1890
O2 -3.4722 -1.4377 -0.8228
H3 -2.8442 -2.1273 -1.0379
H4 -2.9304 -0.6821 -0.5953
O3 1.1512 0.8214 2.9310
H5 1.5800 0.5436 3.7404
H6 1.3849 0.1480 2.2922
O4 1.1059 4.0175 0.6351
H7 0.5649 3.6155 -0.0445
H8 0.6858 4.8598 0.8093
O5 3.6067 -0.5669 1.3445
H9 2.6944 -0.3678 1.1340
H10 4.0720 0.2566 1.1975
O6 -2.9656 -0.7244 -3.1198
H11 -2.0132 -0.6399 -3.1646
H12 -3.1282 -1.6627 -3.2168
O7 -0.7893 -0.7636 -3.1470
H13 -0.4519 -0.2092 -2.4434
H14 -0.8213 -1.6414 -2.7665
O8 1.2895 2.5693 -2.5723
H15 2.0626 2.2642 -3.0471
H16 1.0745 1.8512 -1.9771
O9 -1.6375 2.1164 2.2144
H17 -1.1774 1.9438 1.3930
H18 -2.3367 1.4632 2.2396
O10 3.0763 -0.5255 -2.4412
H19 2.4511 0.1295 -2.1310
H20 3.8999 -0.2934 -2.0121
O11 -2.9052 0.4872 2.3413
H21 -3.1198 -0.1623 1.6718
H22 -3.3361 0.1665 3.1336
O12 1.1411 -2.7233 -1.6785
H23 0.9012 -2.2303 -0.8938
H24 2.0931 -2.6404 -1.7323
O13 2.0405 2.8215 2.1882
H25 1.5275 3.2146 1.4821
H26 1.7585 1.9070 2.2092
O14 1.4496 -2.1458 1.4065
H27 1.0163 -1.3099 1.2337
H28 0.7331 -2.7555 1.5829
O15 -1.7315 -1.8361 1.5760
H29 -1.3812 -0.9922 1.2907
H30 -1.7073 -1.7952 2.5320



Computed, not measured: a molecular structure, B2CuH30O11 at a distorted geometry, with ωB97M-V with the def2-TZVPD basis set.

As for the HOMO energy (alpha / beta): -8.4 / -8.4 eV. Its molecular weight is 291.40 g/mol. The multiplicity is 2. The energy is -68988.343 eV.

Cartesian coordinates (Å):
Cu1 -0.6338 -3.1754 1.4869
B1 0.4042 0.2245 -0.2260
H1 -0.3670 -0.2648 -0.8005
H2 1.1153 -0.5653 -0.0394
H3 0.8705 1.0159 -0.7922
H4 -0.0251 0.5091 0.7221
B2 -2.7765 -5.1459 -1.3999
H5 -2.6140 -6.0886 -0.9006
H6 -3.3928 -4.5121 -0.7813
H7 -1.7987 -4.7479 -1.6226
H8 -3.3050 -5.4220 -2.2992
O1 0.2076 5.6703 -2.6510
H9 -0.3260 5.0787 -2.1204
H10 0.0336 5.4055 -3.5542
O2 4.3743 3.8597 -4.1754
H11 3.6776 4.0799 -3.5570
H12 3.9653 3.2515 -4.7911
O3 0.4818 4.4566 6.4327
H13 1.0550 5.0831 6.8745
H14 0.9771 4.1807 5.6615
O4 0.1432 1.1512 -5.9605
H15 -0.3267 0.5699 -6.5584
H16 0.1312 0.6922 -5.1206
O5 3.9379 -1.4546 -3.2354
H17 4.8693 -1.5031 -3.0199
H18 3.5631 -0.8952 -2.5551
O6 3.5986 3.1561 2.0238
H19 3.0963 2.5692 1.4585
H20 3.9683 2.5837 2.6960
O7 -3.7773 -1.4889 3.5514
H21 -3.8706 -1.1280 4.4330
H22 -4.6510 -1.4142 3.1677
O8 -5.9253 0.3671 -2.2275
H23 -5.0475 -0.0128 -2.2641
H24 -6.3563 -0.0936 -1.5075
O9 -2.4566 4.0120 1.0764
H25 -1.7563 3.4484 1.4053
H26 -3.2622 3.5350 1.2758
O10 1.4403 -2.5300 4.9274
H27 1.0911 -2.5841 5.8170
H28 2.3845 -2.4268 5.0461
O11 2.3005 -6.1391 1.2319
H29 3.0020 -6.2955 1.8641
H30 1.9801 -7.0128 1.0079



Computed, not measured: a molecular structure, B3H12Sn at a distorted geometry, with ωB97M-V with the def2-TZVPD basis set.

As for the net charge: -2. As for the HOMO energy (alpha / beta): -0.6 / -1.6 eV. Its molecular weight is 163.24 g/mol. The multiplicity is 2. The energy is -8045.707 eV.

Cartesian coordinates (Å):
Sn1 0.1383 -0.8816 0.1473
B1 0.1930 2.1227 1.2236
H1 0.5408 1.5706 2.0829
H2 -0.8062 1.8441 0.9263
H3 0.1794 3.1786 1.4450
H4 0.8937 1.8743 0.4416
B2 1.1713 -4.0884 0.1923
H5 0.0973 -4.1244 0.2896
H6 1.4547 -3.1246 -0.2015
H7 1.6403 -4.2086 1.1565
H8 1.4904 -4.8676 -0.4825
B3 -1.4042 2.1344 -1.4226
H9 -2.0744 2.6145 -0.7266
H10 -1.0567 1.1527 -1.1404
H11 -1.9519 2.0923 -2.3514
H12 -0.5058 2.7108 -1.5803